(A)
Molecular formula: C11H13N2O2
Method: DFT, wB97M-V/def2-TZVPD

XYZ file:
```
28
Properties=species:S:1:pos:R:3:nbo_charge:R:1
C 1.8145 3.6220 2.4523 -0.6569
C 1.7413 3.4696 0.9220 -0.0908
O 0.8257 2.3575 0.5787 -0.4973
C 1.1580 1.5612 -0.3536 0.8321
O 1.9873 1.6789 -1.1962 -0.5660
C 0.3612 0.1755 -0.1719 0.0159
C 0.2041 -0.4433 1.2338 -0.4272
C -0.9718 -0.3713 0.3571 -0.0725
N -1.3007 -1.5701 -0.3410 -0.2980
C -2.3911 -2.3287 -0.3040 0.0541
C -2.6534 -3.3008 -1.1878 -0.2430
C -1.6721 -3.5611 -2.1914 -0.0905
C -0.6027 -2.6949 -2.2986 -0.2624
C -0.4212 -1.6853 -1.3458 0.4431
N 0.6293 -0.8082 -1.2106 -0.5413
H 0.7972 3.7820 2.9013 0.2308
H 2.4126 2.8145 2.9716 0.2301
H 2.3398 4.6565 2.7085 0.2470
H 2.7400 3.1292 0.4929 0.2155
H 1.4098 4.3715 0.3625 0.2154
H 0.3314 0.2779 2.0658 0.2693
H 0.6809 -1.4971 1.5166 0.2501
H -1.8753 0.2194 0.7856 0.2631
H -3.0995 -2.3551 0.4737 0.2463
H -3.5478 -3.9137 -1.0060 0.2574
H -2.0549 -4.3179 -2.9530 0.2645
H 0.0702 -2.7569 -3.1710 0.2602
H 1.0872 -0.5112 -2.0916 0.4508
```

Summary:
HOMO energy: -12.898 eV
HOMO-LUMO gap: 9.02 eV
Total charge: +1
Spin multiplicity: 1
E_LUMO: -3.88 eV

---

(B)
Molecular formula: C11H13N2O2
Method: DFT, wB97M-V/def2-TZVPD

XYZ file:
```
28
Properties=species:S:1:pos:R:3:nbo_charge:R:1
C -3.4013 0.2887 3.1335 -0.6486
C -2.5784 1.4083 2.6342 -0.0664
O -2.0123 1.0612 1.3401 -0.4817
C -0.9387 0.3335 1.3370 0.7760
O -0.3950 -0.2131 2.2478 -0.5685
C -0.3849 0.1629 -0.0384 0.0264
C -0.7260 0.9337 -1.1929 -0.4056
C 0.6957 1.0918 -0.7095 -0.0444
N 1.6352 0.1525 -1.1738 -0.3017
C 2.7585 0.4761 -1.9773 0.0704
C 3.4251 -0.5440 -2.6068 -0.2555
C 3.0026 -1.9084 -2.4518 -0.0968
C 1.9011 -2.2090 -1.6921 -0.2379
C 1.2198 -1.0954 -1.0834 0.4518
N 0.1012 -1.1592 -0.3789 -0.5252
H -4.2916 0.1099 2.6047 0.2243
H -2.9405 -0.7418 2.9847 0.2299
H -3.6149 0.6240 4.1403 0.2386
H -1.6147 1.6107 3.1767 0.2045
H -3.0946 2.2610 2.3461 0.2066
H -1.2238 1.8747 -1.0674 0.2647
H -0.8663 0.4454 -2.1216 0.2394
H 0.9390 1.9930 -0.2909 0.2480
H 3.0039 1.4771 -1.8841 0.2335
H 4.3417 -0.4713 -3.2029 0.2638
H 3.6551 -2.7408 -2.7639 0.2538
H 1.5594 -3.1364 -1.4515 0.2376
H -0.1552 -2.0849 0.1419 0.4632
```

Summary:
HOMO energy: -13.064 eV
HOMO-LUMO gap: 9.21 eV
Total charge: +1
Spin multiplicity: 1
E_LUMO: -3.85 eV

---

Short version: (B) is the most stable of them.

---

(A)
Molecular formula: C11H21N5O3
Method: DFT, wB97M-V/def2-TZVPD

XYZ file:
```
40
Properties=species:S:1:pos:R:3:nbo_charge:R:1
H -4.4370 0.3474 -2.0735 0.3179
N -3.8607 1.1868 -2.1396 -0.7479
C -3.1249 1.1950 -1.0731 0.5796
N -2.3322 2.2631 -0.7710 -0.8301
N -2.9414 0.1610 -0.1453 -0.6675
C -2.4714 0.2920 1.2209 -0.2207
C -2.1405 -0.9998 1.9362 -0.4038
C -1.3068 -1.9968 1.1380 -0.3992
C 0.0566 -1.5650 0.5663 -0.1579
N -0.0754 -0.5007 -0.4118 -0.6419
C 0.7081 0.5314 -0.7450 0.6811
O 0.3072 1.2993 -1.5946 -0.6221
C 2.1139 0.6515 -0.1318 -0.1514
C 2.1230 1.0438 1.3989 -0.4112
C 3.2935 2.0697 1.4451 -0.4150
C 3.9703 2.1051 0.0779 -0.2265
N 2.8879 1.6635 -0.8687 -0.5936
C 0.6429 -2.8266 -0.0846 0.7727
O 0.2804 -3.2982 -1.1191 -0.5323
O 1.7533 -3.3934 0.5145 -0.6769
H -2.2769 2.8891 -1.5669 0.3990
H -1.3765 2.0230 -0.5134 0.3917
H -3.7752 -0.4735 -0.1784 0.3825
H -3.2511 0.7982 1.7723 0.1968
H -1.5947 0.9487 1.3419 0.2042
H -1.6431 -0.7300 2.8508 0.2111
H -3.0378 -1.5760 2.2975 0.2121
H -1.2069 -2.9025 1.6790 0.2182
H -1.8997 -2.2811 0.2442 0.2269
H 0.6553 -1.1642 1.3414 0.2079
H -0.9895 -0.3143 -0.9562 0.4492
H 2.5933 -0.3487 -0.1666 0.1845
H 2.2370 0.2410 2.1514 0.2093
H 1.2102 1.5816 1.6464 0.2087
H 4.0197 1.8594 2.1945 0.2138
H 2.8838 3.0817 1.7296 0.2119
H 4.3168 3.1413 -0.0925 0.2047
H 4.9221 1.4741 -0.0185 0.1691
H 3.2638 1.2640 -1.6996 0.3711
H 1.7223 -3.1394 1.4731 0.4740
```

Summary:
HOMO energy: -8.827 eV
HOMO-LUMO gap: 8.90 eV
Total charge: 0
Spin multiplicity: 1
E_LUMO: 0.07 eV

---

(B)
Molecular formula: C11H21N5O3
Method: DFT, wB97M-V/def2-TZVPD

XYZ file:
```
40
Properties=species:S:1:pos:R:3:nbo_charge:R:1
H 3.1214 0.0735 2.6419 0.3416
N 3.7308 0.7444 2.0971 -0.7753
C 4.0482 0.2078 0.9743 0.6019
N 4.4751 1.1653 -0.0972 -0.8761
N 4.0797 -1.1201 0.5356 -0.6413
C 3.7827 -1.5304 -0.6867 -0.2087
C 2.4578 -1.0334 -1.2440 -0.4082
C 1.4040 -1.1107 -0.1875 -0.4582
C 0.5322 0.0133 -0.3918 -0.0729
N 0.9802 1.2793 -0.0794 -0.8755
C -1.0396 -0.4939 0.0319 0.7088
O -1.2067 -1.6323 0.4380 -0.6161
N -2.0831 0.4073 0.1030 -0.4605
C -2.4613 1.5767 -0.7546 -0.2081
C -4.0110 1.5840 -0.6564 -0.4342
C -4.2720 1.1261 0.7610 -0.4023
C -3.1720 0.0426 0.8637 -0.1489
C -3.9039 -1.1070 0.4305 0.7979
O -3.9236 -1.4066 -0.7996 -0.6575
O -4.7636 -1.7608 1.2351 -0.6787
H 4.5776 2.0054 0.6220 0.4055
H 5.4519 0.8721 -0.5105 0.3777
H 3.7153 -1.8616 1.2248 0.3929
H 4.6566 -1.3108 -1.4509 0.1744
H 3.6333 -2.5969 -0.7456 0.2113
H 2.2440 -1.5142 -2.2354 0.2187
H 2.4627 -0.0052 -1.7349 0.1938
H 1.6749 -1.0459 0.7563 0.1961
H 0.9251 -2.1836 -0.2643 0.2426
H 0.4430 0.1547 -1.5827 0.1816
H 1.3151 1.5812 1.0036 0.3905
H 1.6957 1.5718 -0.8489 0.3933
H -2.0001 1.5542 -1.7450 0.2286
H -2.1356 2.3778 -0.0133 0.1965
H -4.3759 2.6090 -1.1825 0.2337
H -4.3789 0.7162 -1.4079 0.2431
H -4.0783 1.8770 1.4615 0.2148
H -5.3103 0.7810 0.8535 0.2399
H -3.0886 -0.2099 1.9992 0.2278
H -5.2031 -2.3972 0.5862 0.5096
```

Summary:
HOMO energy: -8.801 eV
HOMO-LUMO gap: 9.52 eV
Total charge: 0
Spin multiplicity: 1
E_LUMO: 0.72 eV

---

Short version: (A) is the most stable of them.

---

(A)
Molecular formula: C3H10NO3
Method: DFT, wB97M-V/def2-TZVPD

XYZ file:
```
17
Properties=species:S:1:pos:R:3:nbo_charge:R:1
C -0.7110 1.1606 -0.5230 -0.0066
O -1.5519 1.1564 -1.5646 -0.9496
C -0.1501 -0.2650 -0.3121 -0.1084
C 0.5933 -0.6651 -1.5586 -0.0841
O 1.0906 -2.0154 -1.5250 -0.7529
N 0.7239 -0.4234 0.9302 -0.8907
H -1.1536 1.4995 0.4445 0.0817
H 0.1918 1.8411 -0.5927 0.0549
H -0.9983 -0.9238 -0.1083 0.1668
H -0.0633 -0.5745 -2.4177 0.2095
H 1.4628 -0.0164 -1.6554 0.1509
H 0.6174 -2.4658 -0.8208 0.4517
H 1.3375 -1.2192 0.7906 0.3495
H 1.2963 0.4108 1.0002 0.3568
H -0.3944 0.2512 2.3576 0.5035
H -1.5760 1.2713 2.6241 0.4646
O -0.7150 0.9778 2.9312 -0.9977
```

Summary:
HOMO energy: -2.678 eV
HOMO-LUMO gap: 6.42 eV
Total charge: -1
Spin multiplicity: 1
E_LUMO: 3.74 eV

---

(B)
Molecular formula: C3H10NO3
Method: DFT, wB97M-V/def2-TZVPD

XYZ file:
```
17
Properties=species:S:1:pos:R:3:nbo_charge:R:1
N 1.1579 1.7294 1.3014 -0.8765
C 0.9966 0.3477 0.7900 -0.0913
C 0.3550 0.3229 -0.5986 -0.0900
O -0.9618 -0.2666 -0.6449 -0.9756
C 0.2774 -0.5102 1.8636 -0.0461
O -0.1225 -1.6825 1.2332 -0.8240
H 1.9683 2.2361 1.0035 0.3488
H 0.2995 2.2477 1.1918 0.3508
H 2.0196 -0.0439 0.7422 0.1599
H 0.1418 1.2903 -1.0734 0.1370
H 0.9495 -0.2464 -1.3185 0.1390
H -0.7165 -1.2769 0.4024 0.5056
H 1.0439 -0.6619 2.6244 0.1486
H -0.5912 0.0738 2.1850 0.1366
H -1.5903 -0.6478 -2.4042 0.5179
H -1.3713 0.7271 -3.0158 0.4586
O -1.5080 -0.1855 -3.2667 -0.9992
```

Summary:
HOMO energy: -3.672 eV
HOMO-LUMO gap: 7.86 eV
Total charge: -1
Spin multiplicity: 1
E_LUMO: 4.19 eV

---

Short version: (B) is the most stable of them.

---

(A)
Molecular formula: C5H12N2O2
Method: DFT, wB97M-V/def2-TZVPD

XYZ file:
```
21
Properties=species:S:1:pos:R:3:nbo_charge:R:1
C -2.0639 0.2137 0.6315 -0.5029
C -0.8839 0.8194 0.6170 0.2856
O -0.7162 2.1703 0.4869 -0.6944
C 0.4378 0.1037 0.7470 0.5059
N 1.2530 0.7429 1.7056 -0.8196
N 0.2997 -1.2715 0.9697 -0.6384
C 0.2298 -2.1342 -0.3977 -0.4008
O 1.1591 0.1585 -0.7271 -0.6435
C 0.6012 0.6828 -1.8910 -0.2482
H -2.1300 -0.8458 0.7835 0.2326
H -2.9830 0.7710 0.5253 0.1955
H -1.5818 2.5952 0.4384 0.4863
H 1.2022 1.7517 1.6222 0.3914
H 2.2152 0.4362 1.6363 0.3766
H 1.0879 -1.6032 1.5163 0.3688
H -0.6626 -1.8091 -0.9223 0.1999
H 0.0618 -3.1218 0.0249 0.1918
H 1.1010 -2.1453 -1.0543 0.2097
H -0.2224 0.0504 -2.2647 0.1486
H 1.3897 0.7314 -2.6485 0.1863
H 0.2053 1.7039 -1.7989 0.1689
```

Summary:
HOMO energy: -8.960 eV
HOMO-LUMO gap: 9.74 eV
Total charge: 0
Spin multiplicity: 1
E_LUMO: 0.78 eV

---

(B)
Molecular formula: C5H12N2O2
Method: DFT, wB97M-V/def2-TZVPD

XYZ file:
```
21
Properties=species:S:1:pos:R:3:nbo_charge:R:1
C -1.3409 -0.4299 0.2787 -0.4507
N -1.4534 -0.6544 -1.1417 -0.6168
C -0.6121 -0.0003 -1.9744 0.6565
C -0.8579 -0.0845 -3.4407 -0.7132
O 0.4120 0.5616 -1.6071 -0.6169
H -0.3798 0.1261 0.4232 0.2660
H -2.1532 0.0906 0.8455 0.1805
H -1.2613 -1.4289 0.8285 0.1903
H -2.4180 -0.9044 -1.5562 0.3885
H -1.9423 -0.2083 -3.7438 0.2066
H -0.1386 -0.8761 -3.8674 0.2465
H -0.4406 0.8854 -3.7700 0.2482
C 0.3450 0.5932 2.3067 -0.7336
C 1.5488 0.0091 1.5688 0.6740
N 2.7570 0.2141 2.2003 -0.8357
O 1.4399 -0.5315 0.4912 -0.5825
H -0.3005 1.0438 1.5214 0.2470
H 0.5804 1.3638 3.0305 0.2158
H -0.2130 -0.2460 2.7633 0.2339
H 3.6129 -0.1356 1.7375 0.4054
H 2.8155 0.6123 3.1057 0.3903
```

Summary:
HOMO energy: -9.040 eV
HOMO-LUMO gap: 9.92 eV
Total charge: 0
Spin multiplicity: 1
E_LUMO: 0.88 eV

---

Short version: (B) is the most stable of them.